<P>
Entry from OMol25: C4H4 in the gas phase (ωB97M-V/def2-TZVPD).

Geometry as ORCA input:
```
! wB97M-V def2-TZVPD RIJCOSX def2/J DEFGRID3
* xyz 0 1
C -0.1881 1.0450 -1.9554
C 0.1940 0.2738 -0.5591
C 0.3736 -0.3593 0.6359
C 0.1561 -0.8484 1.8364
H -1.1649 1.0951 -1.9041
H 0.6132 1.2842 -2.6529
H -0.9254 -1.0374 2.1854
H 0.9415 -1.4529 2.4138
*
```

## Properties
- Highest occupied orbital energy (alpha / beta): -8.91 / -8.57 eV
- Frontier orbital gap (alpha / beta): 8.44 / 8.11 eV
- Structure (SMILES): C=C=C=C


<Q>
Entry from OMol25: C4H4 in the gas phase (ωB97M-V/def2-TZVPD).

Geometry as ORCA input:
```
! wB97M-V def2-TZVPD RIJCOSX def2/J DEFGRID3
* xyz 0 1
C -0.4625 -1.0493 0.0916
C -1.3963 0.1692 -0.0758
C 0.0807 0.9485 0.0633
C 0.7772 -0.4259 0.0054
H -0.8386 -2.0058 0.0702
H 0.0540 1.7371 -0.7742
H 0.0756 1.3793 0.9647
H 1.7100 -0.7531 -0.3451
*
```

## Properties
- Highest occupied orbital energy: -9.09 eV
- Frontier orbital gap: 8.32 eV


The winner here is <P>, beating the second structure by 0.0087 hartree.


<P>
Entry from OMol25: 2 unconnected molecules or ions with the total composition H4O2 (ωB97M-V/def2-TZVPD).

Geometry as ORCA input:
```
! wB97M-V def2-TZVPD RIJCOSX def2/J DEFGRID3
* xyz 0 1
O -0.4329 -1.0690 0.3523
H -0.2247 -0.6798 1.2318
H -0.2725 -2.0334 0.4637
O 0.2112 1.6299 -0.5606
H -0.0797 0.7715 -0.1774
H 0.7986 1.3808 -1.3098
*
```

## Properties
- Highest occupied orbital energy: -11.00 eV
- Frontier orbital gap: 11.60 eV
- Structure (SMILES): O.O


<Q>
Entry from OMol25: 2 unconnected molecules or ions with the total composition H4O2 (ωB97M-V/def2-TZVPD).

Geometry as ORCA input:
```
! wB97M-V def2-TZVPD RIJCOSX def2/J DEFGRID3
* xyz 0 1
H 0.3252 -1.2074 -0.6197
H -1.1372 -1.5260 -0.1017
H 0.8009 1.7540 0.0577
H 0.1946 0.4680 0.3807
O -0.6034 -0.8501 -0.5727
O 0.4199 1.3616 0.8558
*
```

## Properties
- Highest occupied orbital energy: -10.83 eV
- Frontier orbital gap: 11.38 eV
- Structure (SMILES): O.O


The winner here is <P>, beating the second structure by 0.0063 hartree.